14 unconnected molecules or ions with the total composition C66H171N11O22 in a non-equilibrium geometry. Source: OMol25; level of theory: wB97M-V/def2-TZVPD.

For the frontier orbital gap, the calculation gives 8.454 eV. As for the multiplicity: 1. As for the calculated total energy: -4874.062565 a.u. Its molecular weight is 1471.15 g/mol.

```
270
Properties=species:S:1:pos:R:3:forces:R:3
C -1.391311 0.399602 -0.394935 -0.1 0.3 -0.8
C -0.896621 -1.009488 -0.527625 0.2 -1.0 1.2
O 0.507299 -1.212408 -0.324465 -0.4 1.6 -1.0
H -0.613431 1.157202 -0.489975 0.2 -0.1 0.3
H -1.973741 0.509482 0.519835 0.2 0.3 0.0
H -2.046721 0.591812 -1.244405 -0.3 0.2 0.3
H -1.261261 -1.505518 -1.427125 0.4 0.3 -0.5
H -1.384181 -1.583768 0.260145 -0.2 -0.2 0.2
H 0.569859 -2.170258 -0.309965 0.1 -0.4 0.6
C 0.660389 0.153662 2.607685 -0.3 1.7 -0.4
C 0.437719 -1.102958 3.315625 -0.6 -0.5 1.5
O 1.655999 -1.644548 3.720715 0.6 -0.8 -0.1
H 1.266719 0.810062 3.231865 0.1 -0.1 0.2
H -0.308751 0.649462 2.552615 0.0 0.2 -0.7
H 1.157889 0.081472 1.640525 -0.4 -0.2 -0.2
H -0.205241 -1.835188 2.827205 0.0 0.0 -0.5
H -0.059221 -0.866418 4.256475 -0.4 0.0 0.1
H 2.223179 -1.541268 2.953085 0.6 -0.4 0.2
C -1.833671 0.636592 -4.059025 0.7 1.2 0.8
C -1.625871 2.069312 -3.460255 -1.2 0.1 0.5
O -2.724041 2.471992 -2.598375 -0.4 -2.0 -1.5
H -1.007321 0.465752 -4.748995 -0.1 0.0 -0.2
H -2.783561 0.495282 -4.574615 0.0 0.4 0.0
H -1.739481 -0.143138 -3.303215 -0.1 0.1 0.2
H -1.531851 2.807362 -4.256835 0.0 -0.1 -0.4
H -0.714121 2.175202 -2.872385 0.3 -0.5 0.0
H -2.528521 3.289302 -2.134275 0.6 0.8 0.4
C 1.134759 3.056472 4.539925 0.9 0.3 1.0
O 1.364969 4.388362 5.073925 0.2 -0.5 -0.9
C 0.398499 4.920502 5.956495 0.1 0.0 -0.4
C 0.667329 4.512722 7.443405 -0.5 0.3 -1.3
N 0.011649 3.270202 7.723985 -1.3 -1.1 1.5
C 0.232859 2.705922 9.084695 0.0 1.3 1.0
C -0.566981 3.511122 10.267025 -0.8 -0.8 -1.7
O -2.037121 3.442262 10.087155 1.9 1.0 0.0
C -2.667891 4.370482 10.950765 -1.1 -0.5 0.9
H 0.642479 2.420192 5.275385 0.1 0.0 0.1
H 2.146049 2.693082 4.357315 0.0 -0.2 0.1
H 0.626569 2.923992 3.584785 -0.4 1.0 -0.1
H -0.551341 4.722222 5.459925 -0.6 -0.9 1.1
H 0.343729 6.001412 5.827055 1.0 0.4 0.3
H 0.271379 5.297112 8.088435 0.4 0.4 0.2
H 1.735449 4.334412 7.567645 0.1 0.6 -0.1
H -0.954441 3.540542 7.840995 -0.7 -0.3 -0.8
H 1.284679 2.844302 9.334965 0.2 0.0 0.1
H 0.087309 1.626752 9.036855 -0.5 0.1 0.3
H -0.272711 4.557712 10.188575 0.1 0.2 -0.1
H -0.371411 3.223282 11.299975 0.4 -0.5 -0.1
H -3.740061 4.296532 10.768845 0.0 -0.1 -0.1
H -2.447991 5.437322 10.990805 0.8 0.2 -1.3
H -2.517171 4.151022 12.007755 0.1 -0.8 0.2
C 6.166039 -4.213288 -6.513495 -0.2 -0.7 -0.2
O 6.308789 -3.777328 -5.189025 -0.1 0.5 0.9
C 5.533609 -4.359198 -4.117625 -0.3 0.3 0.1
C 5.295319 -3.307678 -3.005865 -0.7 -0.7 -0.4
N 4.015899 -2.576448 -3.181085 1.0 -1.4 -1.3
C 4.025019 -1.397798 -2.390445 0.9 0.8 0.3
C 2.999299 -0.387088 -2.732435 -1.6 1.6 0.8
O 3.392069 0.652992 -3.643975 0.1 0.0 0.2
C 2.706469 1.912592 -3.493555 0.4 -0.9 0.0
H 5.200679 -4.017848 -6.980395 -0.5 0.1 0.4
H 6.344529 -5.284908 -6.602155 0.1 -0.2 0.0
H 6.882889 -3.706398 -7.159475 0.2 0.1 0.4
H 5.999819 -5.217058 -3.633025 0.8 -0.1 -0.3
H 4.590079 -4.778298 -4.467205 -0.3 0.4 -0.3
H 6.130289 -2.608888 -3.057195 0.3 0.1 0.2
H 5.267459 -3.800888 -2.034245 0.3 0.0 0.0
H 4.169859 -2.267778 -4.130355 -0.8 0.3 -0.6
H 4.986679 -0.900818 -2.518185 0.4 0.3 0.4
H 3.914949 -1.647348 -1.335125 0.1 -0.1 0.1
H 2.738769 0.102472 -1.794055 0.0 0.2 0.3
H 2.048969 -0.850778 -2.996925 -0.1 -0.2 -0.6
H 2.556829 2.239722 -2.464625 0.1 -0.4 0.4
H 1.714619 1.867112 -3.943295 0.0 0.2 -0.3
H 3.352739 2.672982 -3.932015 -0.2 -0.1 -0.4
C -2.330961 2.718212 3.850745 -0.2 -1.3 0.6
O -2.577531 3.875812 3.188325 -0.1 2.6 -1.3
C -3.059481 4.918612 4.062755 -0.6 -0.1 -2.5
C -3.230311 6.238042 3.174045 -0.6 -1.3 0.5
N -1.982341 6.842212 3.004915 3.1 2.0 0.4
C -1.969371 8.292592 2.607935 0.7 -1.7 0.5
C -0.574241 8.875952 2.386115 0.9 0.0 -0.1
O 0.080389 9.299672 3.601505 0.4 0.5 0.1
C 1.258919 10.156372 3.436985 -1.3 -0.2 -0.3
H -2.006731 1.956332 3.141855 0.1 0.0 -0.1
H -3.279111 2.379332 4.268205 0.1 -0.5 0.6
H -1.541471 2.866232 4.587565 -0.1 -0.3 0.4
H -2.336951 4.980812 4.876495 -0.2 0.7 0.2
H -4.015971 4.552662 4.435995 -0.2 0.3 0.3
H -3.977551 6.930632 3.561415 -0.3 -0.1 0.6
H -3.509641 6.071492 2.133695 -1.0 -1.0 0.1
H -1.401321 6.666442 3.812145 0.2 0.4 0.1
H -2.426631 8.951932 3.345695 -0.6 0.0 0.0
H -2.505841 8.238772 1.660625 -0.1 0.8 -0.1
H -0.656271 9.701992 1.679705 -0.1 0.4 0.1
H 0.085439 8.167002 1.885795 0.0 -0.4 -0.1
H 1.668639 10.517282 4.380375 -0.3 -0.8 0.4
H 0.975629 11.101452 2.973675 -0.2 -0.1 -0.6
H 2.048469 9.668562 2.865365 -0.1 -0.1 -0.1
C 5.700179 -2.004028 4.098615 -1.2 0.3 0.8
O 4.457469 -1.592528 3.496655 0.9 1.6 -0.3
C 4.409539 -0.186488 3.025875 -0.4 -0.8 -0.5
C 4.368409 -0.197328 1.487915 0.6 -0.6 1.4
N 5.590979 -0.794628 0.958555 -0.1 0.6 -0.7
C 6.684989 0.156742 1.069675 1.5 -1.1 -0.2
C 7.971599 -0.506768 0.494775 0.0 0.5 -0.1
O 8.333229 -1.679198 1.199495 -1.2 1.9 1.3
C 9.433939 -2.421958 0.774035 -1.5 -0.8 -0.6
H 5.951989 -1.362478 4.943075 0.4 0.8 -0.3
H 6.517569 -2.106418 3.384835 0.1 -0.1 0.1
H 5.480479 -2.899148 4.680515 0.0 -0.6 -0.8
H 5.230999 0.473182 3.305395 0.2 -0.5 0.7
H 3.481009 0.262932 3.377935 0.0 -0.2 0.4
H 4.373509 0.833222 1.132905 -0.6 0.0 -0.2
H 3.459769 -0.750978 1.251385 0.1 0.1 -0.8
H 5.902329 -1.574668 1.519525 -0.5 -0.4 0.0
H 6.841779 0.430172 2.113105 0.4 0.1 0.3
H 6.545039 1.105212 0.551085 -0.4 -0.2 -0.4
H 8.784189 0.219382 0.472465 0.3 0.2 0.4
H 7.821849 -0.735938 -0.560285 -0.4 -0.3 -0.2
H 10.438149 -2.018948 0.905365 -0.1 0.3 0.3
H 9.212089 -2.630518 -0.272575 0.7 -0.4 -0.4
H 9.216709 -3.316458 1.357795 1.1 -0.4 -0.3
C -4.653221 -1.498358 -3.904815 0.3 0.1 -0.3
O -5.676381 -0.890948 -4.667515 1.0 -1.4 -0.3
C -6.286921 0.198912 -4.108855 -2.6 1.1 -1.2
C -7.522711 0.496962 -5.062255 1.5 0.9 -0.2
N -8.646501 -0.377128 -4.978175 -0.3 0.1 1.5
C -9.872901 -0.060148 -5.748955 1.8 -1.9 1.4
C -9.683901 -0.278408 -7.226645 0.7 1.1 0.0
O -10.891701 -0.600198 -7.765095 -1.8 -0.1 0.7
C -10.902011 -0.666668 -9.135415 -0.8 -0.4 -0.5
H -3.818731 -1.756298 -4.556895 -0.3 -0.5 -0.3
H -5.065291 -2.385238 -3.423425 0.3 0.0 0.3
H -4.145991 -0.819138 -3.219645 -0.6 0.2 0.5
H -5.632161 1.070082 -4.130245 0.1 0.2 0.2
H -6.698891 0.057442 -3.109675 0.2 -0.3 0.3
H -7.150531 0.463642 -6.086205 0.7 0.2 -0.3
H -7.757991 1.550562 -4.911755 -0.6 0.1 0.3
H -8.290321 -1.322208 -4.985825 -0.6 -0.2 -0.4
H -10.206891 0.895982 -5.345985 -0.2 0.1 -0.7
H -10.567841 -0.848248 -5.459035 -0.4 0.3 0.2
H -9.031161 -1.124498 -7.441475 0.7 0.0 0.4
H -9.292591 0.617502 -7.708635 0.4 0.2 -0.2
H -11.781321 -1.278728 -9.336145 0.0 0.1 -0.6
H -10.017661 -1.172178 -9.523335 0.2 0.0 -0.2
H -11.016471 0.329932 -9.561805 0.1 0.1 -0.4
C -3.418031 -0.899198 3.568975 -0.4 0.1 0.4
O -4.382971 0.096822 3.624975 -1.6 1.9 0.0
C -4.773381 0.693892 2.387015 0.8 0.0 -0.3
C -5.925661 1.692752 2.470735 -1.3 0.3 1.2
N -6.325641 2.292172 1.222065 0.9 -0.5 -0.8
C -5.570431 3.451772 0.824485 -1.1 0.9 -3.1
C -5.946691 3.673462 -0.724985 1.7 0.4 0.9
O -7.238141 4.230742 -0.857745 -0.1 -0.9 0.2
C -7.476701 4.662992 -2.180455 0.2 0.7 0.3
H -3.242291 -1.099838 4.625845 0.3 -0.5 -0.2
H -2.487331 -0.557018 3.116435 0.1 -0.1 -0.3
H -3.872391 -1.754318 3.068545 0.6 -0.4 -0.2
H -5.034361 -0.081638 1.666935 -0.2 -0.2 -0.1
H -3.904201 1.209372 1.978465 0.3 0.1 -0.2
H -5.783941 2.542652 3.138345 0.8 -0.2 0.8
H -6.793421 1.185742 2.892665 -0.1 -0.2 0.0
H -7.271261 2.641132 1.157775 -0.3 -0.8 0.5
H -4.490311 3.467922 0.969975 -0.1 -0.6 0.0
H -5.965731 4.368352 1.262345 0.1 0.3 0.6
H -5.776911 2.783972 -1.331675 -0.6 -0.6 0.3
H -5.216001 4.334202 -1.191465 0.2 0.7 0.2
H -7.024291 4.028402 -2.942515 -0.2 -0.4 0.0
H -7.006651 5.641202 -2.281655 0.1 0.3 -0.3
H -8.547971 4.798802 -2.328865 0.1 -0.3 0.0
C 1.852919 3.492342 0.740405 -1.3 -0.4 0.1
O 0.556999 3.622652 0.147405 0.8 0.8 -0.8
C -0.275511 4.585682 0.813575 -1.2 -2.5 -0.2
C -1.682511 4.178012 0.249915 -0.3 1.3 0.8
N -1.746411 4.509002 -1.152565 0.2 2.2 -1.8
C -1.662101 5.941622 -1.634795 1.1 -0.9 -1.2
C -1.109901 5.934922 -3.148635 -0.2 0.5 1.3
O 0.120369 5.287522 -3.415455 -0.5 -0.7 0.7
C 1.272819 5.900582 -2.877175 -0.3 0.7 -0.3
H 2.561839 2.998712 0.075675 -0.3 0.0 -0.2
H 1.602039 2.825092 1.564995 1.0 0.1 0.6
H 2.252999 4.461262 1.039115 0.1 0.0 0.2
H 0.017739 5.604962 0.562265 -0.1 0.1 0.1
H -0.227521 4.389432 1.884695 -0.1 0.4 0.2
H -2.532561 4.571752 0.807125 0.3 0.8 0.0
H -1.954361 3.122742 0.274585 1.0 -0.4 0.4
H -0.807781 4.317322 -1.472465 0.3 -1.4 -0.3
H -0.907501 6.472212 -1.054155 -0.1 0.3 0.2
H -2.554201 6.563552 -1.708715 -0.4 -0.5 0.5
H -0.963201 6.989042 -3.383985 -0.2 0.3 -0.2
H -1.863141 5.524812 -3.821345 0.1 -0.2 0.1
H 1.252839 6.966482 -3.104215 0.2 0.3 -0.6
H 2.119649 5.407042 -3.354055 0.0 0.2 0.3
H 1.366829 5.945632 -1.792175 -0.2 -0.9 0.3
C 4.053609 -8.196378 1.661495 -0.3 -0.6 -0.2
O 4.999349 -7.163918 1.766935 -0.1 -1.3 -0.1
C 4.477219 -6.023868 1.193855 1.5 1.6 -0.6
C 5.590749 -4.957618 0.966755 -1.2 1.3 -0.9
N 6.559439 -5.048398 -0.191695 -0.8 -2.2 2.0
C 7.378619 -6.234718 0.023095 2.2 -1.1 -3.2
C 8.450269 -6.366188 -1.118655 0.6 0.4 -0.2
O 9.397039 -5.314388 -1.009265 0.8 0.2 -0.8
C 10.447189 -5.336328 -2.028405 -1.2 0.9 1.1
H 3.904099 -8.538288 0.637365 0.7 -0.3 -0.4
H 3.023959 -7.894198 1.852805 -0.1 0.4 0.9
H 4.352009 -9.024698 2.304085 -0.1 0.1 -0.1
H 3.785849 -5.607028 1.926215 -0.3 0.5 -0.1
H 3.948399 -6.183288 0.254165 -0.1 -0.4 -0.2
H 5.958089 -4.709478 1.962545 0.9 -0.2 0.0
H 4.965629 -4.102078 0.711065 0.0 0.5 0.0
H 7.229989 -4.295308 -0.249435 -0.4 0.7 0.4
H 6.885879 -7.185158 -0.181755 -0.8 0.2 0.8
H 8.002099 -6.302688 0.914575 -0.5 0.2 0.6
H 8.100649 -6.393738 -2.150705 -1.0 0.6 -0.1
H 8.993899 -7.310638 -1.142405 0.1 -0.5 1.0
H 11.183179 -6.113718 -1.823245 0.0 0.0 -0.1
H 10.874239 -4.334698 -1.978755 0.4 -0.2 0.2
H 10.055599 -5.386178 -3.044405 -0.3 -0.5 0.0
C 0.849009 -5.376538 5.037005 1.4 0.4 -1.6
C -0.310791 -4.650358 4.408625 -0.9 -0.5 0.0
C -1.357701 -5.536948 3.715805 -0.9 0.4 0.7
O -0.713131 -6.355308 2.790495 1.1 1.9 0.1
C -1.157011 -7.605878 2.514475 0.3 -1.9 0.1
N -0.819551 -3.841858 5.516295 -1.6 0.4 -0.9
H 0.615639 -6.121138 5.798075 -0.2 0.2 0.0
H 1.359309 -4.494468 5.423855 0.7 -0.6 0.6
H 1.523589 -5.791458 4.288085 0.0 -0.4 0.1
H -0.035161 -4.025488 3.559105 0.8 0.5 0.5
H -2.078441 -4.965718 3.130715 -0.2 0.7 0.3
H -1.973321 -6.045618 4.457675 0.2 -0.7 0.2
H -2.146491 -7.890588 2.872205 -0.4 0.5 -0.2
H -0.481541 -8.282468 3.037985 0.1 -0.6 -0.2
H -1.055291 -7.758618 1.440035 -0.3 -0.3 0.0
H -0.794571 -4.408878 6.351745 0.0 0.2 0.2
H -0.232081 -3.028988 5.635515 0.0 0.0 0.1
C -1.940721 -3.870748 -5.451465 0.5 1.1 -1.4
C -1.952681 -3.042488 -6.804085 -1.6 -0.1 1.0
C -1.559501 -1.525228 -6.578965 0.4 -2.1 -0.9
O -1.155921 -0.945518 -7.838505 -0.7 -1.7 0.9
C -1.487581 0.376202 -7.976195 0.1 1.7 -1.0
N -1.175181 -3.729848 -7.822815 0.5 0.9 0.8
H -2.532121 -4.785508 -5.490935 -0.2 0.3 -0.1
H -2.222651 -3.210048 -4.631645 -0.1 -0.3 0.2
H -0.908651 -4.188758 -5.303845 0.1 0.0 0.3
H -2.970511 -3.014758 -7.193135 -0.3 0.0 0.1
H -0.690211 -1.572128 -5.923045 0.0 0.6 0.4
H -2.450541 -1.053648 -6.164525 0.4 0.4 0.1
H -2.525091 0.643002 -7.774955 -0.1 -0.2 0.8
H -1.422491 0.671532 -9.023405 0.4 -0.3 -0.3
H -0.767661 1.012612 -7.461615 -0.2 0.3 0.4
H -0.303751 -3.835448 -7.323265 0.8 -0.7 -0.2
H -0.945431 -2.926638 -8.390415 0.1 -0.1 -1.2
C -1.805441 -4.275168 -0.969345 1.0 0.3 -0.4
C -0.256251 -4.462288 -0.819135 -0.4 -0.4 -0.8
C 0.653129 -4.094808 -2.078355 -1.1 -0.1 1.1
O 0.543759 -5.086838 -3.074325 -2.1 -0.6 1.2
C 1.526549 -5.186898 -4.034005 1.4 0.8 0.6
N 0.215119 -3.756588 0.364335 0.6 0.3 0.4
H -2.226451 -3.317008 -1.273945 0.7 0.4 0.1
H -2.203811 -4.433298 0.032855 -0.4 -0.6 -0.2
H -2.147951 -4.924858 -1.774755 -0.2 -0.6 0.5
H -0.160431 -5.510788 -0.537055 0.2 -0.5 -0.9
H 1.667439 -3.890428 -1.735575 0.5 -0.5 -0.1
H 0.312409 -3.114728 -2.412205 -0.2 0.2 -0.5
H 1.367579 -5.992628 -4.750675 -0.6 0.2 0.1
H 2.437289 -5.434918 -3.488885 0.6 0.1 -0.3
H 1.636639 -4.200598 -4.484775 0.4 -0.1 -0.6
H -0.121661 -4.220858 1.195675 -0.7 0.0 0.2
H 1.201849 -3.931418 0.490375 0.6 0.0 -0.3
```
Forces are in eV/Å.